No. 1
9
Properties=species:S:1:pos:R:3:forces:R:3 method="wB97M-V/def2-TZVPD" e_above_lowest_ev=4.165 e_homo_ha=-0.3477 lumo_ev=-2.961 gap_ha=0.2389 mol_weight_g_mol=109.11
O 3.717 -0.248 -0.619 0.90 -0.41 -0.69
N 2.678 0.098 -0.169 -1.95 0.96 1.06
N 1.591 -0.706 -0.526 -2.30 -2.28 0.18
O 2.480 1.033 0.586 -0.13 0.53 0.39
N 0.430 -0.504 0.155 1.65 -0.65 -3.15
H 0.429 0.241 0.760 0.13 2.71 1.95
H -0.141 -1.258 0.489 0.38 -0.91 -0.50
H -1.418 -0.355 -2.190 0.76 -0.50 -1.66
S -1.717 -0.065 -0.978 0.55 0.56 2.43

No. 2
12
Properties=species:S:1:pos:R:3:forces:R:3 method="wB97M-V/def2-TZVPD" e_above_lowest_ev=2.238 e_homo_ha=-0.2970 lumo_ev=0.114 gap_ha=0.3012 mol_weight_g_mol=116.08
N 2.586 -0.061 0.038 2.25 0.82 -0.11
H -2.666 -0.505 -0.240 1.45 0.82 -0.50
N -0.830 0.630 -0.454 -1.46 1.46 -2.01
N -1.650 -0.517 -0.496 -0.69 0.01 0.67
N -1.021 -1.473 0.201 1.26 -1.40 0.66
H 3.474 0.443 -0.038 -0.80 -0.56 0.09
H 2.592 -0.988 0.439 -0.58 0.16 0.00
O -1.303 1.472 0.567 -0.59 0.51 1.32
H -1.015 2.358 0.316 -0.06 -0.09 -0.26
N 0.199 -1.180 0.399 -1.40 -1.35 0.25
C 0.384 0.081 -0.106 2.99 0.83 -0.52
N 1.535 0.663 -0.312 -2.37 -1.19 0.42

No. 3
21
Properties=species:S:1:pos:R:3:forces:R:3 method="wB97M-V/def2-TZVPD" e_above_lowest_ev=0.463 e_homo_ha="-0.4425 / -0.5156" lumo_ev="-4.567 / -5.873" charge=+1 gap_ha="0.2747 / 0.2998" multiplicity=3 mol_weight_g_mol=122.19
C -0.728 2.409 -0.199 -1.81 -1.07 -1.01
C -1.857 0.589 1.266 1.10 4.43 0.46
N 0.437 0.552 0.758 4.44 -2.02 -1.44
H -2.239 -0.297 1.112 -1.31 -5.18 -0.46
C 1.348 -0.290 0.300 -0.63 0.91 1.16
C 3.002 -3.408 -0.840 -0.38 0.90 -0.58
H 1.100 -2.300 0.047 -1.31 0.50 -0.38
H 3.784 -5.246 0.139 0.86 -1.93 0.96
H -2.747 1.178 1.162 -0.29 1.00 0.12
H -1.467 2.648 -1.005 0.83 -0.04 0.81
C 1.397 -1.508 -0.673 -1.17 1.03 2.61
H 0.773 1.268 1.424 0.12 -0.71 -0.03
C -0.835 0.947 0.215 -1.64 -1.21 -3.02
H -1.092 0.329 -0.752 0.88 0.91 1.82
H 2.911 -1.664 -2.214 0.05 -0.81 0.35
C 2.479 -2.209 -1.361 2.16 0.32 -0.32
H 0.706 -1.018 -1.336 -1.14 -0.94 -1.02
C 3.404 -4.467 -0.391 -1.02 2.46 -1.02
H -0.882 2.978 0.640 -1.50 1.58 2.25
H 0.227 2.788 -0.369 1.98 -0.13 -1.52
H -1.434 0.704 2.258 -0.21 0.01 0.25

No. 4
15
Properties=species:S:1:pos:R:3:forces:R:3 method="wB97M-V/def2-TZVPD" e_above_lowest_ev=1.102 e_homo_ha="-0.7581 / -0.7581" lumo_ev="-9.940 / -12.332" charge=+2 gap_ha="0.3928 / 0.3050" multiplicity=2 mol_weight_g_mol=72.13
H -0.052 0.986 2.144 0.55 1.56 0.17
H 2.085 0.456 1.209 -0.34 0.25 -0.61
H -1.670 2.058 1.065 -0.25 -0.58 -0.42
H -0.868 -3.334 -2.791 -0.58 -0.29 0.11
H 1.697 1.830 -0.089 0.46 -0.95 0.30
C -0.759 -2.460 -2.152 0.80 0.03 0.06
C -0.676 -2.580 -0.765 -0.02 0.05 -1.51
C -0.722 1.872 0.564 0.44 0.80 0.65
N 0.257 1.559 1.327 -0.60 -2.22 0.41
H 0.155 -2.056 -0.281 -0.49 -0.11 0.30
H 2.280 2.169 1.494 -0.38 0.00 0.35
H -1.391 -3.236 -0.270 0.28 -0.04 0.38
H -0.521 -1.561 -2.737 -0.05 -0.02 0.44
C 1.672 1.442 0.949 0.09 0.99 -0.61
H -0.564 2.055 -0.490 0.07 0.53 -0.03

No. 5
34
Properties=species:S:1:pos:R:3:forces:R:3 method="wB97M-V/def2-TZVPD" e_above_lowest_ev=2.205 e_homo_ha=-0.1294 lumo_ev=2.138 charge=-1 gap_ha=0.2080 mol_weight_g_mol=296.20
C 13.084 -7.005 0.144 0.53 -0.78 0.17
H 26.839 -11.130 2.815 0.48 -0.51 0.78
H 9.550 -15.334 5.979 -0.05 -0.03 0.12
H 28.031 -12.212 0.854 -0.13 0.04 -0.18
O 14.459 -15.935 6.336 -1.17 2.13 0.55
O 14.098 -13.701 7.561 -0.68 -1.66 -1.18
H 13.317 -14.461 4.214 -0.04 0.01 0.09
H 13.673 -9.113 0.472 -0.65 -0.05 0.67
H 15.572 -7.923 1.785 0.02 -0.11 0.11
O 14.624 -7.777 1.812 -0.33 -0.14 0.27
H 14.869 -8.155 -0.177 0.23 0.28 -0.26
H 12.947 -13.012 5.199 0.16 0.16 -0.31
Br 20.119 -9.957 3.986 0.00 0.00 -0.06
H 28.065 -13.164 2.303 -0.08 -0.05 0.16
H 12.379 -6.956 0.974 -0.41 0.42 -0.41
S 13.754 -14.659 6.524 0.19 -0.99 0.51
H 11.247 -16.867 6.412 0.55 -0.10 0.15
H 26.966 -13.636 1.024 -0.13 0.16 -0.13
C 27.395 -12.775 1.537 0.22 0.05 0.09
H 24.997 -10.644 1.759 -0.19 0.10 -0.19
C 11.578 -16.004 5.834 -1.16 0.19 -0.53
C 14.063 -8.098 0.555 1.13 0.42 -1.09
H 9.882 -16.071 4.440 0.25 -0.05 -0.10
C 13.687 -13.784 4.983 -0.59 -0.04 -0.08
H 10.428 -14.412 4.827 0.34 -0.12 -0.26
H 12.260 -16.324 5.046 0.35 0.07 0.34
H 14.633 -13.362 4.644 0.08 -0.12 0.52
O 12.108 -15.003 6.719 2.30 0.29 -0.23
O 25.677 -11.117 1.274 -1.19 1.17 -2.51
H 13.609 -6.063 -0.012 -0.02 0.03 0.38
C 10.314 -15.427 5.207 -0.50 0.28 0.42
C 26.361 -11.871 2.174 0.58 -0.57 1.38
H 25.608 -12.443 2.715 0.39 -0.39 0.61
H 12.654 -7.261 -0.824 -0.49 -0.09 0.20

No. 6
12
Properties=species:S:1:pos:R:3:forces:R:3 method="wB97M-V/def2-TZVPD" e_above_lowest_ev=2.593 smiles="C=N.CSO" e_homo_ha=-0.2834 lumo_ev=0.773 gap_ha=0.3118 mol_weight_g_mol=93.15
N -0.167 0.880 -2.012 0.08 -1.75 -0.15
H 1.957 -0.506 3.200 -0.71 0.75 -0.69
C 0.992 -0.092 2.781 -0.42 -2.04 1.17
H 0.462 0.405 3.642 0.44 -0.30 -0.98
H 0.394 -1.051 2.521 0.67 1.83 0.08
H -0.492 1.808 -2.048 -0.64 1.51 0.03
H 0.943 0.290 -0.808 -0.04 -0.11 2.26
O 1.191 -0.103 0.127 0.14 0.91 -0.27
S 1.135 1.056 1.417 -0.11 -1.07 -1.31
H -0.326 -0.920 -2.829 -1.50 0.64 -0.08
H -1.564 0.513 -3.442 -0.30 -0.86 0.19
C -0.836 0.081 -2.746 2.38 0.49 -0.25